C31H24N3O12P | ωB97M-V/def2-TZVPD

E_LUMO = -1.8 eV
Total energy = -70855.5790 eV
HOMO = -8.977 eV

```
! RIJCOSX wB97M-V def2-TZVPD def2/J DEFGRID3
* xyz 0 1
P 0.589 -4.309 -1.772
O -5.112 -3.346 -1.185
O 7.910 -6.161 3.534
O -6.525 -4.849 -0.548
O 0.932 -1.022 0.593
O -3.847 6.363 1.154
O -3.430 2.037 -1.017
O -2.704 10.860 -1.393
O -1.992 -4.663 -3.644
O 6.031 -0.230 1.791
O -1.602 0.155 -2.820
O -0.507 3.364 3.186
O 4.528 -3.811 0.206
N -6.470 -3.870 -1.157
N -4.161 -0.758 -2.110
N 2.017 -3.665 -1.661
C 5.046 -5.717 1.487
C 4.866 -0.420 1.512
C -3.152 3.474 0.825
C 2.107 -0.863 0.860
C -4.350 9.532 -0.358
C 6.547 -3.671 1.406
C -3.216 -2.952 -2.549
C 7.138 -5.623 2.770
C -1.178 3.063 2.221
C 5.305 -4.351 0.962
C -2.758 2.346 -0.053
C -0.716 -3.187 -2.298
C -4.637 8.403 0.283
C -2.205 7.691 0.119
C -3.097 -1.620 -2.360
C -0.592 -1.870 -2.135
C -3.587 7.395 0.571
C 4.389 -0.387 0.109
C -1.514 1.605 0.279
C 7.395 -4.257 2.246
C -1.991 -3.706 -2.895
C 3.860 -0.701 2.569
C -1.739 -0.999 -2.485
C -2.966 9.831 -0.811
C -4.498 -3.717 -2.430
C 3.111 -0.596 -0.195
C -1.917 8.819 -0.522
C -2.418 3.808 1.883
C 5.895 -6.306 2.325
C -0.781 1.938 1.337
C 2.582 -0.910 2.266
H -4.592 -0.956 -1.214
H 0.128 1.413 1.602
H 0.305 -1.424 -1.720
H 2.647 -4.204 -2.246
H -1.241 0.795 -0.384
H -5.097 10.283 -0.580
H -4.058 3.997 0.554
H 1.829 -1.109 3.019
H 8.304 -3.777 2.588
H 4.229 -0.718 3.587
H -1.458 6.939 0.342
H 0.033 -4.774 -0.567
H 4.134 -6.191 1.149
H -4.274 -4.788 -2.404
H 0.457 -5.414 -2.623
H 2.744 -0.583 -1.212
H -5.180 -3.532 -3.268
H 6.714 -2.676 1.013
H 5.137 -0.185 -0.647
H -3.839 0.209 -2.103
H -2.681 4.627 2.538
H -5.636 8.162 0.623
H -0.917 9.058 -0.863
H 5.730 -7.299 2.722
*
```